No. 1
C3H14O5 | ωB97M-V with the def2-TZVPD basis set

XYZ file:
```
22
Properties=species:S:1:pos:R:3:mulliken_charge:R:1
C -2.4090 -0.7329 -0.5393 -1.24
C -1.0133 -1.2152 -0.1728 0.11
C -0.6470 -1.6679 1.0018 -0.13
O 0.6448 -2.1905 1.2739 -0.60
H -2.3382 -0.1397 -1.4479 0.32
H -3.0457 -1.5497 -0.8980 0.36
H -2.8651 -0.3076 0.3479 0.32
H -0.3371 -1.0520 -0.9993 0.11
H -1.2673 -1.7398 1.8869 0.38
H 1.0664 -1.5393 1.8466 0.34
H 1.2317 2.5952 0.9744 0.26
H 0.9217 1.5716 -0.2276 0.38
O 0.5979 2.0030 0.5752 -0.64
H -1.2950 3.4052 0.6273 0.32
H -1.4502 2.0778 1.1043 0.36
O -1.9833 2.8842 1.0548 -0.65
H 1.7387 -1.8292 -1.6856 0.28
H 1.7507 -1.9441 -0.1102 0.42
O 2.1482 -1.4958 -0.8880 -0.70
H 2.7821 0.2560 -0.8463 0.39
H 3.0731 1.4029 -1.8691 0.28
O 2.6958 1.2079 -1.0092 -0.67
```

SMILES ... C/C=C/O.O.O.O.O
Total energy ... -13574.750 eV
Kohn-Sham gap ... 10.2887 eV


No. 2
C4H7NO | ωB97M-V with the def2-TZVPD basis set

XYZ file:
```
13
Properties=species:S:1:pos:R:3:mulliken_charge:R:1
C 2.2356 -0.4068 0.0009 -0.78
C 0.8404 0.0370 -0.0672 0.55
C -0.2268 -0.9432 0.0172 -0.79
C -1.6041 -0.6492 0.0200 0.13
H 2.8481 0.6198 -0.4455 0.25
H 2.5209 -0.6125 1.2524 0.24
H 2.3240 -1.4104 -0.8304 0.28
H 1.1152 2.1432 -0.5514 0.30
H -0.5370 1.3267 0.2272 0.30
H 0.1559 -1.9373 0.1239 0.29
H -2.2969 -1.4638 -0.1603 0.36
N 0.4656 1.3148 0.1171 -0.46
O -2.1075 0.4880 -0.0327 -0.66
```

SMILES ... C/C(N)=C/C=O
Total energy ... -7795.857 eV
Kohn-Sham gap ... 8.7506 eV


No. 3
C5H7NO2 | ωB97M-V with the def2-TZVPD basis set

XYZ file:
```
15
Properties=species:S:1:pos:R:3:mulliken_charge:R:1
C 1.3385 0.4609 0.1027 1.01
C 0.2177 -0.6840 -0.0721 0.04
C -0.9175 0.1968 -0.1193 0.70
N -2.1944 -0.1391 0.1123 -0.40
C 0.3212 -1.9881 0.1999 -0.95
C -0.3319 1.4890 0.0046 -1.25
O 2.0625 0.5782 -1.0928 -0.50
O 1.9443 0.5904 1.1761 -0.65
H 2.9483 0.8452 -0.8001 0.32
H -2.4704 -1.1008 -0.0357 0.23
H -2.8965 0.5854 0.0507 0.25
H 1.2937 -2.4682 0.1964 0.29
H -0.5412 -2.5884 0.4768 0.24
H -0.8035 2.2068 0.6759 0.36
H 0.0292 2.0160 -0.8757 0.30
```

Total energy ... -10880.190 eV
Kohn-Sham gap (spin up / spin down) ... 7.4028 / 7.3985 eV


No. 4
C4H6N2O | ωB97M-V with the def2-TZVPD basis set

XYZ file:
```
13
Properties=species:S:1:pos:R:3:mulliken_charge:R:1
C -2.2490 -0.2274 -0.3082 -0.77
O -1.2624 -0.8816 0.4722 -0.37
C 0.0045 -0.4750 0.3348 0.77
C 0.4981 0.6862 -0.4573 -0.01
N 1.7613 0.8066 -0.3125 -0.54
C 2.1297 -0.2738 0.5931 -0.41
N 0.9706 -1.0613 0.9299 -0.55
H -2.3036 0.8446 -0.0824 0.33
H -3.1962 -0.6954 -0.0383 0.21
H -2.0674 -0.3719 -1.3796 0.34
H -0.0853 1.3611 -1.0786 0.40
H 2.9206 -0.8825 0.1405 0.30
H 2.5403 0.1696 1.5083 0.29
```

SMILES ... COC1=NCN=C1
Total energy ... -9271.854 eV
Kohn-Sham gap ... 10.5830 eV


No. 5
C7H9NO | ωB97M-V with the def2-TZVPD basis set

XYZ file:
```
18
Properties=species:S:1:pos:R:3:mulliken_charge:R:1
C 2.7400 0.0431 0.1555 -1.06
C 1.4332 -0.6370 -0.2660 0.25
C 0.2962 -0.1786 -0.4108 0.09
C -1.1348 1.7271 -0.1088 -0.08
C -2.1952 0.8347 0.0816 -0.96
C -1.7705 -0.4032 0.4866 0.51
C -1.0325 -0.6551 -0.7416 -0.43
H 2.7657 1.1585 0.1003 0.31
H 3.8472 -0.4618 -0.2491 0.26
H 2.9825 -0.0859 1.3131 0.24
H 1.5771 -1.7685 -0.3096 0.23
H -1.1661 2.7553 0.0510 0.49
H -3.0628 1.4654 0.2688 0.32
H -1.0335 -0.5276 1.3739 0.23
H -1.0062 -2.2609 0.4148 0.33
H -1.6048 -0.5566 -1.6337 0.37
N -1.7964 -1.8073 -0.1057 -0.68
O 0.1607 1.3583 -0.4202 -0.43
```

SMILES ... C/C=C1\OC=C[C@H]2N[C@H]12
Total energy ... -10935.192 eV
Kohn-Sham gap ... 9.0929 eV


No. 6
C11H34F3O11V | ωB97M-V with the def2-TZVPD basis set

XYZ file:
```
60
Properties=species:S:1:pos:R:3:mulliken_charge:R:1
O 1.0111 0.2832 -0.1929 -0.02
V -0.3456 -0.1196 -0.8996 0.68
O -1.4490 -0.4229 0.2169 -0.67
C -0.3887 -0.4680 -3.6928 0.66
O 0.8149 -0.2368 -2.9763 -0.11
O -1.3416 -0.4578 -2.7707 -0.82
C -0.5752 0.5195 -4.8525 0.66
F 0.0232 1.7068 -4.6101 -0.25
F -0.0254 0.0294 -5.9830 -0.28
F -1.8562 0.7606 -5.0984 -0.26
C 2.0659 -0.3472 -3.6325 -0.47
C 3.1737 -0.0860 -2.6254 -0.98
H 3.0448 -0.7186 -1.7463 0.11
H 4.1440 -0.2716 -3.0828 0.50
H 3.1412 0.9386 -2.2529 0.21
H 2.1268 0.3696 -4.4531 0.30
H 2.1960 -1.3584 -4.0391 0.28
H -0.3208 -1.4920 -4.1172 0.31
C 0.2649 -3.0517 0.3411 -0.38
O 0.3116 -2.2453 -0.8365 -0.30
H -0.2049 -4.0183 0.1648 0.31
H 1.2670 -3.1777 0.7592 0.32
H -0.3168 -2.5191 1.0887 -0.16
H 0.8157 -2.7137 -1.5063 0.28
C 0.1650 2.9433 -1.2801 -0.46
O -0.8757 1.9990 -1.0167 -0.12
H -0.1251 3.6072 -2.1001 0.31
H 0.3671 3.5357 -0.3888 0.28
H 1.0389 2.3972 -1.6182 -0.01
H -1.7034 2.4764 -0.9279 0.18
C -1.6851 2.2669 2.5084 -0.41
O -0.3352 2.5155 2.2002 -0.46
H -2.0195 1.3428 2.0210 -0.03
H -1.8679 2.1738 3.5868 0.30
H -2.3069 3.0923 2.1588 0.29
H 0.2248 1.8745 2.6592 0.25
C -4.9385 -1.6183 0.3208 -0.33
O -6.0429 -1.0568 -0.3852 -0.53
H -4.9997 -2.7079 0.3894 0.30
H -3.9969 -1.3462 -0.1473 0.01
H -4.9240 -1.1807 1.3272 0.23
H -6.8495 -1.3926 0.0142 0.30
C 4.0572 1.6261 1.2359 -0.18
O 5.3309 1.8150 0.6253 -0.57
H 3.9960 2.1557 2.1919 0.32
H 3.2220 1.9163 0.5972 0.03
H 3.9568 0.5624 1.4472 0.07
H 5.3160 2.6485 0.1493 0.31
C 1.4947 -0.5964 3.1835 -0.25
O 1.4284 0.7909 3.4827 -0.52
H 0.8107 -0.7653 2.3531 -0.15
H 2.4966 -0.8549 2.8321 0.28
H 1.1840 -1.2344 4.0125 0.34
H 2.0427 0.9961 4.1921 0.25
C -2.1365 -1.7514 3.1996 -0.14
O -1.5461 -2.5294 4.2302 -0.56
H -3.0833 -1.3068 3.5240 0.34
H -1.4528 -0.9608 2.8798 -0.09
H -2.3733 -2.3577 2.3284 0.15
H -1.4456 -1.9791 5.0111 0.31
```

Total energy ... -68319.398 eV
Kohn-Sham gap ... 9.4251 eV


No. 7
C15H16N2O3S | ωB97M-V with the def2-TZVPD basis set

XYZ file:
```
37
Properties=species:S:1:pos:R:3:mulliken_charge:R:1
C -4.2545 0.9002 2.0308 -1.35
C -2.7794 0.7932 1.7751 0.90
C -2.1796 -0.4668 1.6804 -0.63
C -0.8045 -0.5886 1.4997 -0.41
C 0.0023 0.5475 1.4808 -0.03
S 1.7949 0.4152 1.2731 1.26
N 2.3227 -0.7631 2.3447 -0.48
C 3.3172 -0.6498 3.2069 0.43
O 4.1221 0.2077 3.5278 -0.61
O 1.9764 -0.1301 -0.0565 -0.66
O 2.2866 1.7344 1.6207 -0.65
C -0.5987 1.8111 1.4874 -0.34
C -1.9757 1.9321 1.6464 -0.65
H -4.5705 1.9419 2.0936 0.35
H -4.8463 0.4185 1.2457 0.32
H -4.5371 0.4154 2.9706 0.31
H -2.8004 -1.3643 1.7391 0.34
H -0.3517 -1.5659 1.3744 0.39
H 0.0104 2.7005 1.3673 0.42
H -2.4454 2.9189 1.6705 0.28
C 4.8799 -5.8164 7.1264 -0.42
C 4.7886 -6.0837 5.7584 -0.54
C 4.7224 -5.0338 4.8398 -0.41
C 4.7167 -3.7006 5.2638 0.74
C 4.7018 -2.5767 4.2503 -1.03
N 3.3431 -1.9440 4.0346 -0.07
C 4.8312 -3.4406 6.6367 -0.32
C 4.9049 -4.4885 7.5627 -0.49
H 4.9587 -6.6369 7.8398 0.37
H 4.7947 -7.1135 5.4033 0.36
H 4.7141 -5.2386 3.7696 0.33
H 5.3438 -1.7596 4.5516 0.43
H 4.9784 -2.9267 3.2564 0.37
H 2.8978 -1.6034 4.8919 0.34
H 2.6923 -2.5343 3.4994 0.41
H 4.9156 -2.4077 6.9803 0.38
H 5.0075 -4.2720 8.6278 0.36
```

SMILES ... Cc1ccc([S@@](=O)([O-])=NC(=O)[NH2+]Cc2ccccc2)cc1
Total energy ... -35771.525 eV
Kohn-Sham gap ... 9.1004 eV